This record from the OMol25 dataset describes a structure of composition C39H50BBeN7S4. The level of theory is ωB97M-V with the def2-TZVPD basis set.

Results
- highest occupied orbital energy (hartree) = -0.475
- HOMO-LUMO gap (Ha) = 0.240
- relative energy (zero: lowest compared OMol25 entry of this formula, charge and spin) (kJ/mol) = 103.2
- E_LUMO (eV) = -6.401
- net charge = +2

Geometry (Å):
Be (1.3848, -2.7611, 0.1975)
C (1.4855, -0.1461, 4.5030)
C (0.5833, 0.3960, 3.4055)
C (-0.0912, 1.6183, 3.4725)
C (-1.0840, 1.9765, 2.5214)
N (-1.3701, 1.2207, 1.4665)
N (-0.5141, 0.1188, 1.2839)
B (-0.5947, -0.6525, 0.0189)
N (-1.7498, -1.7562, 0.0093)
N (-2.8482, -1.0227, -0.3088)
C (-3.9931, -1.4177, 0.2431)
C (-4.0767, -2.6741, 0.8812)
C (-2.9900, -3.5265, 0.9063)
C (-3.0018, -4.9171, 1.4986)
C (-1.7059, -3.0562, 0.3228)
S (-0.3223, -4.0939, 0.2188)
C (-5.2144, -0.5890, 0.0815)
C (-5.8940, -0.0242, 1.3696)
C (-6.2110, -1.4925, -0.6702)
C (-5.0015, 0.6519, -0.7400)
N (-0.1068, -0.1601, -1.2783)
N (-0.4279, 1.1685, -1.3622)
C (-0.5919, 1.6522, -2.5545)
C (-0.6085, 0.7512, -3.6779)
C (-0.0608, -0.5307, -3.5997)
C (0.0067, -1.4661, -4.7732)
C (0.2188, -1.0051, -2.3090)
S (0.9493, -2.5814, -1.9373)
C (-0.9154, 3.1012, -2.6907)
C (-0.3540, 3.8660, -1.4930)
C (-0.2007, 3.6101, -3.9471)
C (-2.4329, 3.2259, -2.9564)
C (0.3334, -0.3599, 2.2636)
S (1.0431, -1.9625, 2.1202)
C (-1.7868, 3.2725, 2.8303)
C (-2.8514, 3.4609, 1.7586)
C (-2.4493, 3.1417, 4.2268)
C (-0.7728, 4.3990, 2.9120)
H (1.8965, 0.7201, 5.0968)
H (2.3875, -0.6816, 4.1127)
H (0.8822, -0.8005, 5.1739)
H (0.1213, 2.2139, 4.3044)
H (-5.0149, -2.9913, 1.3228)
H (-3.9556, -5.0761, 1.9104)
H (-2.2292, -4.9506, 2.2955)
H (-2.8910, -5.6614, 0.7295)
H (-6.2996, -0.8248, 2.0085)
H (-6.6807, 0.6848, 1.0589)
H (-5.1574, 0.5575, 1.9641)
H (-6.3965, -2.4609, -0.2387)
H (-5.7808, -1.7655, -1.6365)
H (-7.1621, -0.9835, -0.8699)
H (-4.6706, 1.5090, -0.1444)
H (-5.9620, 0.9692, -1.2233)
H (-4.2370, 0.4332, -1.4933)
H (-1.0488, 1.1058, -4.6136)
H (-0.2095, -0.9370, -5.7340)
H (-0.6673, -2.3518, -4.6633)
H (1.0288, -1.8418, -4.7711)
H (0.7253, 3.8653, -1.5680)
H (-0.5962, 3.4049, -0.5154)
H (-0.6809, 4.9255, -1.4827)
H (0.8686, 3.4433, -3.9238)
H (-0.4513, 4.6782, -4.1173)
H (-0.5763, 3.0642, -4.8366)
H (-2.9909, 3.0245, -2.0404)
H (-2.6830, 2.5140, -3.7728)
H (-2.7511, 4.2487, -3.3583)
H (-3.6171, 2.6487, 1.7116)
H (-2.4031, 3.5437, 0.7413)
H (-3.3335, 4.4500, 1.9970)
H (-3.2524, 2.3477, 4.2056)
H (-3.0034, 4.0894, 4.4223)
H (-1.7080, 2.9125, 4.9948)
H (-0.2449, 4.5200, 1.9541)
H (-0.0293, 4.1587, 3.6436)
H (-1.2452, 5.3403, 3.3107)
N (3.1723, -2.9715, 0.1006)
S (4.2811, -1.9737, 0.8033)
C (4.6625, -0.6655, -0.4703)
C (5.5161, -0.9772, -1.5003)
C (5.7243, -0.0415, -2.5171)
C (4.9317, 1.1103, -2.5716)
C (4.1178, 1.4292, -1.4959)
C (3.9569, 0.5410, -0.4442)
C (5.9048, -2.8542, 0.8506)
C (5.8524, -4.2343, 0.9497)
C (7.0058, -5.0193, 0.7157)
C (8.2468, -4.3954, 0.5678)
C (8.3149, -3.0170, 0.5779)
C (7.1615, -2.2354, 0.6731)
H (3.5582, -3.3562, -0.7500)
H (5.9451, -1.9507, -1.5800)
H (6.4656, -0.3159, -3.2504)
H (4.9645, 1.7692, -3.4209)
H (3.5572, 2.3696, -1.5469)
H (3.3516, 0.7853, 0.4207)
H (4.8945, -4.7078, 1.2672)
H (7.0013, -6.0894, 0.7620)
H (9.1523, -5.0300, 0.5346)
H (9.2924, -2.5268, 0.4811)
H (7.2048, -1.1254, 0.6751)

=====

This record from the OMol25 dataset describes a cluster of 4 separate species, C20H51N3O8 in total. The level of theory is ωB97M-V with the def2-TZVPD basis set.

Results
- highest occupied orbital energy (hartree) = -0.498
- HOMO-LUMO gap (Ha) = 0.356
- relative energy (zero: lowest compared OMol25 entry of this formula, charge and spin) (kJ/mol) = 0.0
- E_LUMO (eV) = -3.880
- net charge = +2

Geometry (Å):
C (-2.4922, -4.9378, -7.4978)
O (-3.3530, -4.2971, -6.5757)
C (-2.6021, -3.2270, -5.9889)
C (-3.6452, -2.0856, -5.7541)
N (-4.9866, -2.7907, -5.3232)
H (-5.7143, -2.1311, -5.5015)
H (-5.0628, -3.6803, -5.8201)
C (-5.1902, -3.0866, -3.8677)
C (-6.6921, -2.8420, -3.5057)
O (-7.5793, -3.1356, -4.5695)
C (-8.0027, -4.5587, -4.7366)
H (-1.5454, -5.2037, -7.0239)
H (-2.1850, -4.2729, -8.2477)
H (-2.9343, -5.8279, -7.9234)
H (-1.7947, -2.8992, -6.6290)
H (-2.1820, -3.5247, -5.0016)
H (-3.9689, -1.5578, -6.6800)
H (-3.4273, -1.3852, -5.0067)
H (-4.6236, -2.3304, -3.3581)
H (-4.7427, -4.0067, -3.7572)
H (-6.8583, -1.7558, -3.4796)
H (-6.9190, -3.3275, -2.5616)
H (-8.7484, -4.6189, -5.5548)
H (-8.3139, -4.9939, -3.7413)
H (-7.1202, -5.1097, -5.0552)
C (-0.2943, 0.2698, 6.2100)
O (0.6066, -0.3213, 5.2687)
C (-0.0790, -0.9088, 4.2581)
C (0.7785, -1.9566, 3.7152)
N (2.1125, -1.4658, 3.3855)
H (2.0451, -0.6629, 2.7694)
H (2.7289, -1.1883, 4.1337)
C (2.8163, -2.5780, 2.7166)
C (4.1549, -1.9969, 2.1723)
O (4.8418, -1.4681, 3.2676)
C (6.2183, -1.1649, 3.0373)
H (-1.0758, -0.4076, 6.4582)
H (-0.7875, 1.1383, 5.7446)
H (0.1722, 0.6321, 7.1745)
H (-0.4262, -0.2029, 3.4800)
H (-0.9851, -1.3786, 4.6138)
H (0.4127, -2.2523, 2.7227)
H (0.7443, -2.7830, 4.4051)
H (2.2251, -3.0277, 1.9357)
H (3.1551, -3.2635, 3.4367)
H (3.9706, -1.3635, 1.3178)
H (4.6754, -2.9204, 1.8207)
H (6.7111, -2.0823, 2.6133)
H (6.6480, -0.8558, 3.9931)
H (6.2710, -0.3769, 2.3206)
C (1.5841, 4.8539, -1.8279)
O (1.8817, 4.8749, -0.4628)
C (3.1908, 4.5190, -0.1208)
C (3.0861, 4.1299, 1.3780)
N (1.8250, 3.3521, 1.6375)
H (1.1224, 3.6720, 0.8941)
H (1.9484, 2.2481, 1.5036)
C (1.2898, 3.5582, 3.0733)
C (1.0438, 4.8844, 3.6615)
O (2.2188, 5.5577, 4.0669)
C (1.9513, 6.8718, 4.5198)
H (0.4933, 4.8518, -1.8737)
H (1.8757, 3.9778, -2.3787)
H (1.9068, 5.7380, -2.3970)
H (3.9549, 5.2852, -0.2651)
H (3.5008, 3.7065, -0.8100)
H (2.9857, 5.0630, 1.9699)
H (3.9380, 3.6407, 1.8056)
H (1.9484, 3.0376, 3.7821)
H (0.3658, 3.0172, 3.1050)
H (0.2972, 4.7704, 4.5362)
H (0.5484, 5.5297, 2.8415)
H (1.7370, 6.8756, 5.5825)
H (1.1398, 7.3158, 3.9515)
H (2.8249, 7.4722, 4.2711)
C (2.1825, 0.4012, -0.9176)
C (1.8141, -0.1055, 0.4248)
O (2.0347, 0.6905, 1.4606)
O (1.4394, -1.2626, 0.5346)
H (1.6874, -0.1220, -1.7162)
H (3.2862, 0.2731, -0.9734)
H (1.9406, 1.4944, -1.0675)

=====

This record from the OMol25 dataset describes the molecule C8H11NO. The level of theory is ωB97M-V with the def2-TZVPD basis set.

Results
- highest occupied orbital energy (hartree) = -0.316
- SMILES = C=C1/C(=N/O)[C@H]2CC[C@@H]1C2
- HOMO-LUMO gap (Ha) = 0.343
- relative energy (zero: lowest compared OMol25 entry of this formula, charge and spin) (kJ/mol) = 633.3
- E_LUMO (eV) = 0.714

Geometry (Å):
C (0.1668, -1.0156, 0.4373)
C (0.3437, 0.2561, 1.2271)
C (1.4275, 1.1633, 0.4264)
C (0.6221, 1.1600, -1.0643)
C (-0.8864, 0.7411, -0.7909)
C (-0.8802, 1.1039, 0.7904)
C (-0.7242, -0.6468, -0.6845)
C (-1.3424, -1.2012, -1.7074)
H (1.0190, -3.7091, 1.7480)
H (0.4179, 0.2320, 2.3361)
H (1.5900, 2.1411, 1.0460)
H (2.5671, 0.7899, 0.3631)
H (0.5079, 2.2024, -1.4904)
H (1.0649, 0.4453, -1.7570)
H (-1.6135, 1.2986, -1.6177)
H (-1.6811, 0.9840, 1.4283)
H (-0.7428, 2.1946, 1.1298)
H (-1.3315, -2.2938, -1.4532)
H (-2.1638, -0.8780, -2.4774)
N (0.3659, -2.2988, 0.5332)
O (1.2732, -2.6691, 1.5771)

=====

This record from the OMol25 dataset describes a cluster of 2 separate species, C24H38BBrF3NO13PS2 in total. The level of theory is ωB97M-V with the def2-TZVPD basis set.

Results
- highest occupied orbital energy (hartree) = -0.269
- HOMO-LUMO gap (Ha) = 0.312
- E_LUMO (eV) = 1.170
- net charge = -1

Geometry (Å):
C (2.5834, -2.3098, 0.5826)
C (2.6512, -0.7270, 0.7764)
C (1.4634, 0.0575, -0.0071)
N (0.3636, 0.2212, 0.9794)
C (-0.7055, 1.1707, 0.5686)
O (-0.5711, 1.2360, -0.8725)
C (-2.0899, 0.5071, 1.0008)
O (-2.3391, -0.7840, 0.3641)
C (-3.3633, -0.5486, -0.6542)
C (-3.5850, -1.8022, -1.6060)
C (-3.7514, -3.1879, -0.8203)
C (-4.9058, -1.6511, -2.5297)
C (-6.2559, -1.5372, -1.6776)
C (-4.8473, -0.3709, -3.4925)
C (-2.3158, 0.2617, 2.5597)
Br (-1.3691, -1.3623, 3.2739)
P (-4.1944, -0.2165, 2.7174)
S (-4.5424, -2.1237, 2.6419)
O (-2.1708, 1.3858, 3.4284)
S (-0.8650, 2.3756, 3.1077)
O (0.3720, 1.9238, 3.8224)
O (-1.2468, 3.6798, 3.7864)
C (-0.5801, 2.6411, 1.2529)
C (-1.7238, 3.6754, 0.8806)
C (-2.4155, 3.6320, -0.5341)
C (-1.7156, 4.4413, -1.7052)
F (-2.7754, 4.9618, -2.5050)
F (-0.9940, 5.5578, -1.2994)
F (-0.9980, 3.6248, -2.6054)
C (0.9165, 3.1768, 1.1362)
C (1.2490, 4.4121, 2.1382)
C (1.3603, 3.7194, -0.2970)
C (2.9796, 3.5701, -0.3544)
H (2.4438, -2.6018, -0.5134)
H (1.8489, -2.8374, 1.2624)
H (3.6182, -2.7201, 0.8610)
H (2.7690, -0.3890, 1.8513)
H (3.6086, -0.3925, 0.2379)
H (1.9466, 1.0270, -0.3548)
H (1.2077, -0.6419, -0.8757)
H (0.8197, 0.4733, 1.8603)
H (-0.9469, 0.4354, -1.2828)
H (-2.9568, 1.1734, 0.6466)
H (-4.3732, -0.2780, -0.2115)
H (-3.0738, 0.3269, -1.3409)
H (-2.7182, -1.8826, -2.3461)
H (-4.5244, -3.1356, 0.0077)
H (-2.7392, -3.5383, -0.4580)
H (-4.1408, -3.9540, -1.5744)
H (-4.9959, -2.5870, -3.1753)
H (-6.3079, -2.2423, -0.7950)
H (-7.1635, -1.6609, -2.3639)
H (-6.3058, -0.4740, -1.2589)
H (-5.7242, 0.3346, -3.2747)
H (-3.8815, 0.2186, -3.4234)
H (-5.0110, -0.7089, -4.5740)
H (-4.9420, 0.5524, 1.7501)
H (-4.6085, 0.3076, 4.0025)
H (-2.5802, 3.6233, 1.6420)
H (-1.2896, 4.7259, 1.0262)
H (-3.4397, 4.1341, -0.4088)
H (-2.6790, 2.5921, -0.9309)
H (1.6837, 2.3810, 1.4326)
H (0.3457, 5.0609, 2.3495)
H (1.6347, 4.0414, 3.1409)
H (2.0543, 5.0951, 1.7176)
H (1.1773, 4.8386, -0.3092)
H (0.9783, 3.1592, -1.1936)
H (3.4552, 4.4514, 0.1872)
H (3.3466, 2.5990, 0.0938)
H (3.2836, 3.6634, -1.4465)
B (7.2744, -4.9826, -0.4620)
O (5.9900, -5.0927, -1.1778)
C (5.5910, -3.8554, -1.4655)
O (4.5724, -3.5867, -2.0520)
C (6.5808, -2.8886, -0.9587)
O (6.5162, -1.6882, -1.0564)
O (7.5774, -3.5430, -0.3651)
O (7.1869, -5.5950, 0.8757)
C (8.1023, -6.5625, 0.9287)
O (8.2951, -7.2656, 1.8883)
C (8.8228, -6.6277, -0.3549)
O (9.7106, -7.3936, -0.6336)
O (8.3421, -5.6994, -1.1819)

=====

This record from the OMol25 dataset describes a cluster of 14 separate species, C38H112N8O14 in total. The level of theory is ωB97M-V with the def2-TZVPD basis set.

Results
- highest occupied orbital energy (alpha / beta) (hartree) = 0.011 / -0.248
- <S²> = 0.75
- HOMO-LUMO gap (alpha / beta) (Ha) = 0.061 / 0.320
- multiplicity = 2
- E_LUMO (alpha / beta) (eV) = 1.964 / 1.951
- net charge = -1

Geometry (Å):
O (0.1867, 5.7711, -0.8306)
H (-0.4758, 5.7205, -0.1416)
H (-0.1308, 6.4562, -1.4190)
O (2.5786, 4.4145, -0.8057)
H (1.8124, 4.9883, -0.8068)
H (2.2182, 3.5331, -0.7088)
O (-2.3527, -0.0630, 1.1566)
H (-1.7406, -0.5161, 0.5767)
H (-2.2058, -0.4577, 2.0161)
C (4.4542, 2.2011, 3.4188)
C (3.6257, 0.9631, 3.4765)
O (3.9095, 0.0486, 2.3670)
H (5.4981, 1.9452, 3.6002)
H (4.1567, 2.9532, 4.1494)
H (4.5036, 2.7767, 2.4945)
H (2.5789, 1.2609, 3.4159)
H (3.7776, 0.4984, 4.4507)
H (3.6368, -0.8318, 2.6355)
C (1.2982, 4.4422, 2.5748)
C (0.2293, 3.4634, 3.0277)
O (-0.9408, 4.1465, 3.4930)
H (1.7492, 4.8876, 3.4615)
H (0.9052, 5.2499, 1.9574)
H (2.0927, 3.8970, 2.0652)
H (0.6221, 2.8107, 3.8072)
H (-0.0863, 2.8047, 2.2186)
H (-1.5993, 3.4555, 3.5951)
C (-0.0368, -0.2306, 3.6364)
C (-1.0267, -1.4510, 3.8699)
O (-2.3693, -1.0175, 3.7446)
H (0.9831, -0.5649, 3.4465)
H (0.0274, 0.4028, 4.5212)
H (-0.3848, 0.4789, 2.8857)
H (-0.8872, -1.9779, 4.8139)
H (-0.9168, -2.2234, 3.1088)
H (-2.9413, -1.5883, 4.2627)
C (8.8115, -0.6475, 2.0711)
C (7.4067, 0.0015, 2.1170)
C (7.1138, 1.0486, 1.0061)
O (7.6391, 2.2643, 1.4250)
C (7.3758, 3.4043, 0.5881)
N (6.4707, -1.0472, 1.9571)
H (9.0436, -1.2750, 1.2107)
H (8.9280, -1.3226, 2.9189)
H (9.5675, 0.1186, 2.2430)
H (7.2464, 0.4648, 3.0906)
H (6.0522, 1.2307, 0.8392)
H (7.6071, 0.7623, 0.0772)
H (7.6913, 3.1659, -0.4277)
H (8.0476, 4.1788, 0.9580)
H (6.3011, 3.5856, 0.5755)
H (5.5854, -0.5658, 2.0241)
H (6.4152, -1.6442, 2.7698)
C (0.2850, 1.8979, -0.6503)
C (1.2727, 1.0051, 0.0968)
C (1.1315, -0.4841, -0.4127)
O (-0.1209, -1.1234, -0.0395)
C (-0.3257, -2.4463, -0.5502)
N (2.6401, 1.5836, -0.2054)
H (0.3575, 2.9687, -0.4599)
H (-0.7493, 1.6454, -0.4164)
H (0.4241, 1.6046, -1.6908)
H (1.0866, 0.9028, 1.1660)
H (1.8225, -1.1687, 0.0791)
H (1.2492, -0.6148, -1.4885)
H (-0.0788, -2.5538, -1.6064)
H (-1.3963, -2.6102, -0.4282)
H (0.1245, -3.2332, 0.0550)
H (3.2362, 1.4732, 0.6024)
H (3.1296, 0.9486, -0.8196)
C (1.4971, -3.5738, 2.9554)
C (3.0180, -3.5718, 2.7453)
C (3.4774, -3.7066, 1.2424)
O (2.9363, -4.8065, 0.5535)
C (3.4479, -4.9200, -0.8010)
N (3.5051, -2.3803, 3.3983)
H (1.0545, -4.4639, 2.5082)
H (0.9935, -2.7326, 2.4791)
H (1.3636, -3.6757, 4.0324)
H (3.4009, -4.4887, 3.1935)
H (4.5657, -3.6911, 1.3019)
H (3.2616, -2.7587, 0.7496)
H (2.9630, -5.7440, -1.3245)
H (4.5303, -5.0225, -0.7240)
H (3.2126, -3.9911, -1.3205)
H (3.1360, -2.3173, 4.3363)
H (4.4694, -2.6576, 3.5136)
C (-5.0443, -2.8555, -5.0963)
C (-4.6595, -3.4390, -3.6934)
C (-4.2191, -4.9334, -3.7632)
O (-5.2849, -5.6449, -4.3784)
C (-4.8945, -7.0122, -4.4904)
N (-3.6543, -2.5928, -3.0775)
H (-4.2603, -3.0155, -5.8364)
H (-5.3790, -1.8243, -4.9842)
H (-5.9244, -3.3734, -5.4776)
H (-5.5370, -3.4437, -3.0469)
H (-3.9630, -5.3650, -2.7956)
H (-3.3344, -5.0470, -4.3898)
H (-4.1182, -7.2495, -5.2178)
H (-5.8216, -7.5614, -4.6545)
H (-4.4738, -7.3377, -3.5389)
H (-3.5624, -2.8940, -2.1178)
H (-4.0962, -1.6888, -2.9902)
C (-2.8465, 3.9547, -0.0880)
C (-3.1401, 5.2180, 0.5680)
C (-4.2126, 5.0100, 1.6714)
O (-4.6309, 6.2408, 2.2800)
C (-5.5252, 6.0776, 3.3349)
N (-1.9122, 5.8418, 1.0874)
H (-2.6160, 3.1527, 0.6133)
H (-1.9818, 3.9703, -0.7514)
H (-3.6247, 3.6568, -0.7907)
H (-3.6624, 5.8961, -0.1069)
H (-3.7667, 4.3387, 2.4053)
H (-5.0344, 4.4239, 1.2600)
H (-6.0138, 7.0195, 3.5843)
H (-5.0151, 5.9466, 4.2892)
H (-6.2623, 5.2750, 3.3120)
H (-1.6157, 5.3372, 1.9105)
H (-2.2592, 6.6926, 1.5066)
C (-5.5871, -4.0976, 0.2808)
C (-4.6416, -3.2376, 1.0443)
C (-3.4323, -3.9315, 1.6390)
O (-3.8061, -4.7367, 2.7458)
C (-2.6515, -5.5266, 3.2049)
N (-4.2013, -2.1983, 0.1251)
H (-6.1007, -4.8837, 0.8343)
H (-5.1099, -4.5688, -0.5784)
H (-6.3700, -3.5357, -0.2286)
H (-5.1013, -2.7298, 1.8921)
H (-2.6541, -3.2350, 1.9509)
H (-2.9882, -4.5793, 0.8832)
H (-1.7376, -4.9824, 3.4428)
H (-2.3391, -6.3004, 2.5036)
H (-2.9949, -5.9828, 4.1334)
H (-3.9363, -1.3077, 0.5209)
H (-4.9706, -1.8535, -0.4311)
C (-5.9089, 1.8313, -3.0809)
C (-4.9673, 0.6295, -3.0853)
C (-3.4287, 1.0315, -3.0722)
O (-3.1234, 1.6605, -4.3456)
C (-1.8691, 2.2191, -4.5949)
N (-5.2729, -0.1752, -1.9119)
H (-5.6630, 2.4893, -3.9143)
H (-5.7677, 2.3075, -2.1106)
H (-6.9484, 1.5051, -3.0468)
H (-5.1405, 0.1353, -4.0413)
H (-2.7915, 0.2086, -2.7486)
H (-3.2720, 1.8003, -2.3155)
H (-1.7864, 3.1664, -4.0621)
H (-1.6253, 2.4025, -5.6413)
H (-1.1340, 1.5160, -4.2031)
H (-5.3108, 0.4748, -1.1398)
H (-6.2265, -0.5082, -1.9077)
C (2.4394, 1.4840, -5.6737)
C (2.4082, 1.4222, -4.1462)
C (3.6106, 0.6269, -3.6419)
O (3.5292, 0.1548, -2.2442)
C (4.5141, -0.7126, -1.8558)
N (2.5111, 2.7371, -3.5896)
H (2.5311, 0.4551, -6.0218)
H (3.2217, 2.0960, -6.1227)
H (1.4777, 1.9288, -5.9295)
H (1.5074, 0.9514, -3.7526)
H (4.6216, 0.9835, -3.8386)
H (3.6804, -0.3083, -4.1975)
H (5.5420, -0.4004, -2.0401)
H (4.4249, -1.6830, -2.3441)
H (4.3719, -0.8195, -0.7805)
H (3.4815, 3.0149, -3.5526)
H (2.3593, 2.6232, -2.5976)